# C10H83N3O35

35 unconnected molecules or ions with the total composition C10H83N3O35 (ωB97M-V/def2-TZVPD, OMol25).

The total energy comes out at -87848.380 eV. The total charge is 0. Its spin multiplicity is 1.

Last column: Löwdin charge in e.
Positions of all 131 atoms, in Å:
1 C 2.77 2.68 0.93  -0.100
2 C 3.64 1.33 0.76  -0.201
3 N 2.81 0.09 0.53  -0.109
4 C 2.05 -0.32 1.74  -0.187
5 C 1.18 -1.65 1.56  -0.122
6 C -0.20 -1.47 0.77  -0.218
7 C -1.34 -2.20 1.67  -0.125
8 N -2.08 -2.93 2.31  0.152
9 C -0.64 0.05 0.50  -0.092
10 C -1.34 0.72 1.79  -0.115
11 N -1.94 0.94 2.81  0.150
12 C 3.78 -0.93 0.09  -0.352
13 C 4.71 -1.81 1.06  -0.004
14 O 3.94 -1.14 -1.16  0.012
15 H 3.50 3.56 1.07  0.070
16 H 2.14 2.95 0.01  0.091
17 H 2.16 2.63 1.90  0.038
18 H 4.28 1.48 -0.19  0.137
19 H 4.34 1.12 1.66  0.101
20 H 2.83 -0.54 2.57  0.122
21 H 1.45 0.58 2.15  0.122
22 H 0.97 -2.05 2.63  0.132
23 H 1.76 -2.50 1.04  0.127
24 H -0.19 -2.03 -0.24  0.154
25 H -1.47 0.03 -0.30  0.114
26 H 0.18 0.73 0.08  0.125
27 H 4.20 -2.07 2.06  0.072
28 H 5.00 -2.83 0.60  0.091
29 H 5.66 -1.18 1.22  0.097
30 O 2.80 5.52 1.08  -0.064
31 H 2.30 5.87 0.33  0.054
32 H 3.16 6.31 1.50  0.048
33 O 3.97 2.60 3.82  -0.057
34 H 3.03 2.72 4.03  0.041
35 H 4.43 3.05 4.55  0.008
36 O -3.00 3.33 4.44  -0.072
37 H -3.94 3.10 4.47  0.005
38 H -2.59 2.61 3.94  -0.031
39 O -4.42 -2.59 -0.22  -0.067
40 H -5.28 -2.91 0.09  0.021
41 H -3.79 -3.02 0.37  0.000
42 O -6.55 -2.50 1.82  -0.054
43 H -6.54 -3.13 2.56  0.035
44 H -5.99 -1.78 2.13  0.050
45 O 5.65 0.08 3.31  -0.074
46 H 5.63 0.72 4.03  0.043
47 H 6.54 0.15 2.96  0.056
48 O 6.05 -2.31 5.11  -0.070
49 H 5.39 -2.02 4.46  0.002
50 H 6.61 -2.93 4.62  0.035
51 O -6.16 3.16 4.26  -0.049
52 H -6.87 2.73 4.75  0.051
53 H -6.21 2.76 3.38  0.047
54 O 5.16 -3.60 -1.78  -0.085
55 H 4.99 -2.68 -1.52  -0.013
56 H 5.71 -3.52 -2.58  0.039
57 O 0.11 3.56 2.82  -0.054
58 H -0.32 4.07 3.52  0.045
59 H -0.38 2.73 2.81  -0.011
60 O -3.73 4.78 1.69  -0.045
61 H -3.78 4.26 2.51  0.010
62 H -4.59 5.22 1.65  0.060
63 O 5.03 -6.55 -2.00  -0.062
64 H 4.14 -6.63 -2.36  0.044
65 H 5.08 -5.64 -1.68  0.001
66 O -1.19 4.16 -0.52  -0.067
67 H -2.13 4.34 -0.34  -0.001
68 H -0.73 4.58 0.21  0.007
69 O -2.98 0.69 -2.16  -0.063
70 H -3.68 0.24 -1.66  0.026
71 H -3.02 0.29 -3.03  0.034
72 O -4.63 -1.72 -2.94  -0.062
73 H -4.78 -2.25 -2.14  0.011
74 H -4.84 -2.32 -3.67  0.062
75 O -4.16 4.72 -1.38  -0.064
76 H -3.83 4.96 -2.26  0.021
77 H -4.07 3.76 -1.35  0.034
78 O 6.26 -8.36 -4.28  -0.069
79 H 5.82 -7.87 -3.57  -0.008
80 H 5.82 -9.22 -4.27  0.030
81 O -7.49 -1.65 -2.44  -0.064
82 H -6.62 -1.58 -2.86  -0.007
83 H -7.31 -1.49 -1.51  0.023
84 O -9.80 -2.44 0.82  -0.062
85 H -9.38 -2.12 0.01  0.021
86 H -9.22 -3.16 1.11  0.024
87 O -1.10 6.17 1.66  -0.058
88 H -1.97 5.89 1.95  0.011
89 H -0.49 5.73 2.26  0.011
90 O -1.61 -4.93 -0.32  -0.058
91 H -1.63 -4.30 0.41  -0.023
92 H -0.72 -4.86 -0.67  0.039
93 O 7.74 -2.15 -2.09  -0.060
94 H 8.15 -1.83 -2.91  0.013
95 H 8.34 -2.85 -1.79  0.046
96 O 4.68 3.18 6.61  -0.048
97 H 4.72 2.57 7.35  0.054
98 H 5.22 3.93 6.90  0.052
99 O -5.53 -5.33 3.56  -0.070
100 H -4.66 -5.27 3.14  0.000
101 H -5.35 -5.16 4.49  0.026
102 O -0.09 2.49 -3.05  -0.055
103 H -0.51 3.01 -2.35  0.006
104 H -0.58 1.66 -3.06  0.021
105 O 8.57 0.17 -3.90  -0.055
106 H 7.68 0.10 -4.27  0.046
107 H 8.62 1.08 -3.58  0.048
108 O 0.97 3.20 -6.00  -0.054
109 H 0.79 2.69 -5.20  0.020
110 H 0.75 2.59 -6.73  0.023
111 O -4.13 -5.54 1.06  -0.073
112 H -5.07 -5.78 1.09  0.016
113 H -3.72 -6.26 0.56  0.040
114 O -4.77 6.10 -3.95  -0.051
115 H -5.65 6.07 -4.34  0.045
116 H -4.68 7.00 -3.62  0.048
117 O -3.09 -4.91 5.43  -0.058
118 H -2.67 -4.60 4.61  0.019
119 H -2.52 -5.63 5.72  0.046
120 O -5.96 -7.66 0.38  -0.044
121 H -6.36 -8.04 -0.41  0.051
122 H -6.02 -8.37 1.04  0.054
123 O 0.84 6.13 -7.06  -0.060
124 H 0.15 6.00 -7.72  0.045
125 H 0.99 5.25 -6.69  -0.007
126 O 3.61 4.65 -7.32  -0.069
127 H 3.57 4.13 -6.50  0.028
128 H 2.76 5.10 -7.36  -0.008
129 O 1.96 1.56 -8.36  -0.053
130 H 2.40 1.86 -9.17  0.048
131 H 2.51 0.83 -8.05  0.045

# C2H5I2P

A molecular structure, C2H5I2P (ωB97M-V/def2-TZVPD, OMol25).

The total charge is 0. As for the energy above the lowest of the compared OMol25 structures with the same formula, charge and spin: 23.24 kcal per mole. Its spin multiplicity is 1.

Last column: natural (NBO) charge in e.
Positions of all 10 atoms, in Å:
1 C 0.36 1.15 0.57  -0.636
2 C 0.36 -0.13 -0.37  -0.515
3 P -0.84 -1.48 0.35  0.397
4 I 2.38 -1.14 -0.16  0.013
5 I -2.89 -0.47 -0.21  -0.114
6 H 0.60 1.01 1.53  0.221
7 H -0.63 1.41 0.50  0.215
8 H 0.95 2.00 0.01  0.221
9 H 0.39 -0.10 -1.48  0.237
10 H -0.69 -2.24 -0.75  -0.039

# C11H17ClN2O4S

A single C11H17ClN2O4S molecule (ωB97M-V/def2-TZVPD, OMol25).

The total energy comes out at -46209.045 eV. The total charge is 0. The SMILES is COCCN(CCOC)S(=O)(=O)c1ccc(Cl)nc1. Its spin multiplicity is 1.

Last column: natural (NBO) charge in e.
Positions of all 36 atoms, in Å:
1 C -4.40 -0.22 0.37  -0.244
2 O -3.04 0.12 0.51  -0.558
3 C -2.22 -0.99 0.82  -0.079
4 C -0.76 -0.55 0.91  -0.243
5 N -0.17 -0.26 -0.37  -0.705
6 C -0.50 0.98 -1.04  -0.270
7 C 0.29 2.17 -0.49  -0.067
8 O -0.02 2.52 0.84  -0.542
9 C -1.29 3.11 1.00  -0.266
10 S 0.45 -1.53 -1.22  2.350
11 O 0.46 -1.20 -2.62  -0.936
12 O -0.15 -2.76 -0.79  -0.937
13 C 2.15 -1.51 -0.64  -0.385
14 C 3.05 -0.62 -1.21  -0.130
15 C 4.34 -0.57 -0.70  -0.266
16 C 4.64 -1.42 0.36  0.185
17 Cl 6.21 -1.41 1.04  0.035
18 N 3.79 -2.27 0.89  -0.418
19 C 2.56 -2.32 0.40  0.065
20 H -4.54 -0.95 -0.43  0.171
21 H -4.93 0.69 0.14  0.194
22 H -4.79 -0.65 1.31  0.168
23 H -2.53 -1.42 1.79  0.170
24 H -2.31 -1.76 0.05  0.189
25 H -0.67 0.34 1.54  0.235
26 H -0.18 -1.36 1.35  0.220
27 H -0.24 0.83 -2.09  0.244
28 H -1.57 1.17 -0.96  0.222
29 H 1.36 1.92 -0.46  0.188
30 H 0.14 3.03 -1.15  0.166
31 H -2.10 2.39 0.86  0.185
32 H -1.32 3.48 2.03  0.195
33 H -1.43 3.95 0.31  0.165
34 H 2.74 0.00 -2.03  0.241
35 H 5.09 0.09 -1.11  0.239
36 H 1.89 -3.04 0.84  0.220

# C16H19Cl2NNiS2

A molecular structure, C16H19Cl2NNiS2 (ωB97M-V/def2-TZVPD, OMol25).

The total charge is +2. As for the expectation value of S²: 2.0087. As for the energy above the lowest of the compared OMol25 structures with the same formula, charge and spin: 0.00 kcal per mole. Its spin multiplicity is 3.

Last column: Mulliken spin population.
Positions of all 41 atoms, in Å:
1 Ni 0.83 -0.04 -0.50  1.577
2 C 2.10 -0.25 -2.51  0.010
3 C 2.74 0.71 -1.73  0.045
4 C 3.18 0.38 -0.44  0.011
5 C 3.00 -0.91 0.05  0.062
6 C 2.36 -1.88 -0.73  0.009
7 C 1.91 -1.54 -2.01  0.035
8 H 1.76 0.00 -3.51  0.003
9 H 2.92 1.71 -2.11  0.006
10 H 3.70 1.13 0.15  0.001
11 H 3.36 -1.16 1.05  0.001
12 H 2.21 -2.88 -0.35  0.002
13 H 1.40 -2.28 -2.61  0.001
14 Cl -0.60 -1.49 -4.43  0.000
15 C -1.48 -0.30 -3.53  0.000
16 Cl -1.44 -0.59 -1.72  0.038
17 H -2.54 -0.37 -3.76  0.002
18 H -1.09 0.69 -3.69  0.000
19 C 0.05 3.16 -1.75  -0.004
20 S 0.17 2.23 -0.21  0.116
21 C -1.53 2.31 0.37  -0.003
22 H 0.06 4.22 -1.53  0.007
23 H -0.87 2.91 -2.28  0.000
24 H 0.91 2.92 -2.37  0.001
25 H -2.22 1.87 -0.34  0.002
26 H -1.76 3.36 0.53  0.006
27 H -1.59 1.79 1.32  -0.001
28 S 0.49 0.29 3.99  0.003
29 C 1.06 0.35 2.40  -0.001
30 N 0.35 -0.27 1.49  0.072
31 C -0.76 -0.90 2.08  -0.005
32 C -1.70 -1.71 1.45  0.000
33 C -2.73 -2.23 2.21  -0.002
34 C -2.82 -1.98 3.58  0.001
35 C -1.88 -1.22 4.23  -0.001
36 C -0.84 -0.68 3.46  0.002
37 H 1.94 0.93 2.16  0.001
38 H -1.63 -1.96 0.40  0.001
39 H -3.47 -2.86 1.74  0.000
40 H -3.63 -2.42 4.15  0.000
41 H -1.93 -1.04 5.30  0.000

Number 1: F_max 7.186 eV Å⁻¹. Number 2: F_max 6.972 eV Å⁻¹. Number 3: F_max 1.035 eV Å⁻¹. Number 4: F_max 0.629 eV Å⁻¹.